Entry 1:
ORCA calculation (wB97M-V/def2-TZVPD) on C6H6Si3 in the gas phase at a distorted geometry.

Output
* 2S+1: 1
* calculated total energy: -1100.4388 a.u.
* LUMO: -0.47 eV

Geometry (Å):
C -0.4878 2.0151 -0.3286
C 0.5860 1.4433 -0.1834
C 1.8103 0.8374 -0.1708
C 1.7537 -0.5784 -0.0133
C 0.6113 -1.2593 0.0973
C -0.5288 -1.7093 0.0324
Si -2.2899 -1.2537 -0.2040
Si -2.1633 1.1678 0.1290
Si 3.5208 -0.0613 -0.0256
H -2.8241 -1.9297 1.0531
H -2.9073 -1.7837 -1.5703
H -3.1049 1.9210 -0.7266
H -2.4299 1.1101 1.5937
H 4.6667 -0.0136 -1.0400
H 3.7873 0.0944 1.3572

Entry 2:
ORCA calculation (wB97M-V/def2-TZVPD) on C4H3N3O in the gas phase at a distorted geometry.

Output
* 2S+1: 1
* calculated total energy: -393.5675 a.u.
* LUMO (alpha / beta): 0.11 / -0.07 eV

Geometry (Å):
C -0.0575 1.4411 -0.0157
C -0.0273 0.0194 0.0060
C 0.9553 2.2832 -0.0020
C 2.3233 -0.1797 0.0049
N 3.4257 -0.7472 0.0013
N 4.5604 -0.9219 -0.0098
N 1.0946 -0.6971 0.0088
O 1.7858 3.0939 0.0085
H -1.0368 1.8962 -0.0296
H -0.9639 -0.5072 -0.0032
H 0.9667 -1.7127 0.0328

Entry 3:
ORCA calculation (wB97M-V/def2-TZVPD) on 2 unconnected molecules or ions with the total composition C4H11NO3 at a distorted geometry.

Output
* 2S+1: 1
* calculated total energy: -439.4882 a.u.
* LUMO: 0.74 eV

Geometry (Å):
C 2.2157 -0.0804 -0.4044
C 0.9704 0.5631 -1.0030
O 0.9115 1.9452 -0.7490
C -0.4954 -0.1860 -0.7480
C -0.4080 -0.1699 0.7382
N -0.6967 1.0278 1.3480
O -0.3152 -1.2219 1.3845
H 2.3125 -1.1109 -0.7286
H 3.0941 0.4880 -0.7095
H 2.1707 -0.0682 0.6886
H 1.0536 0.4981 -2.0932
H 1.0646 2.0705 0.2012
H -1.2910 0.4389 -1.1495
H -0.3880 -1.1941 -1.1408
H -1.1583 1.7413 0.8063
H -0.8157 1.0029 2.3481
O -2.8635 -1.5760 0.2504
H -2.0649 -1.7294 0.8037
H -3.2965 -2.4392 0.1570

Entry 4:
ORCA calculation (wB97M-V/def2-TZVPD) on 2 unconnected molecules or ions with the total composition C2H3PS3 at a distorted geometry.

Output
* 2S+1: 1
* calculated total energy: -1613.7953 a.u.
* LUMO (alpha / beta): -1.01 / -1.01 eV

Geometry (Å):
C -0.7479 -1.6267 0.3234
C 0.1519 1.1146 -0.0130
P -2.2653 -1.1250 0.6582
S 0.6189 -2.1549 -0.0568
S 1.6712 1.1744 0.6295
S 3.1821 0.6779 -0.4571
H 0.0634 0.6327 -0.9512
H -0.5924 1.5922 0.4493
H -2.0819 -0.2853 -0.5822